200
Properties=species:S:1:pos:R:3:lowdin_charge:R:1 method="wB97M-V/def2-TZVPD" smiles=CC1(C)CCCC(C)(C)N1O.CC1(C)CCCC(C)(C)N1O.COC[C@H](C)N.COC[C@H](C)N.COC[C@H](C)N.COC[C@H](C)N.COCCNCCOC.COCCNCCOC.COCCNCCOC lumo_energy_ev=0.5 homo_energy_ev=-8.09 de_lowest_kcal_mol=45.6
C 2.654 2.055 5.437 -0.03
C 2.699 1.211 4.110 -0.43
C 1.233 0.916 3.580 -0.04
C 3.242 2.205 3.046 -0.13
C 4.775 2.344 3.014 -0.16
C 5.453 0.965 2.989 -0.16
C 5.033 -0.055 4.061 -0.51
C 5.394 -1.445 3.524 -0.04
C 5.820 0.165 5.325 -0.03
N 3.532 -0.035 4.272 -0.07
O 3.175 -0.970 5.316 -0.01
H 2.489 1.373 6.271 0.07
H 3.629 2.509 5.613 0.07
H 1.828 2.763 5.504 0.08
H 0.665 1.834 3.429 0.07
H 1.277 0.286 2.692 0.05
H 0.701 0.356 4.349 0.07
H 2.949 1.846 2.060 0.10
H 2.874 3.218 3.206 0.12
H 5.208 2.728 2.090 0.08
H 5.219 2.908 3.834 0.11
H 6.537 1.074 3.026 0.11
H 5.338 0.419 2.053 0.10
H 4.642 -1.886 2.869 0.07
H 5.409 -2.100 4.395 0.08
H 6.316 -1.627 2.971 0.08
H 5.560 1.189 5.591 0.07
H 6.893 0.145 5.135 0.10
H 5.405 -0.456 6.119 0.09
H 3.115 -1.741 4.749 0.07
C -1.063 7.619 -0.500 -0.01
C -1.549 6.281 -1.130 -0.50
C -1.094 6.152 -2.634 -0.03
C -0.815 5.137 -0.426 -0.14
C -1.310 4.912 1.010 -0.15
C -2.788 4.551 0.880 -0.15
C -3.617 5.620 0.143 -0.50
C -4.948 4.863 -0.257 -0.01
C -3.933 6.745 1.117 -0.02
N -2.969 6.057 -1.081 -0.11
O -3.683 7.031 -1.831 0.00
H -0.016 7.776 -0.758 0.08
H -1.679 8.401 -0.946 0.08
H -1.211 7.610 0.580 0.06
H -1.481 5.257 -3.123 0.08
H -1.408 7.046 -3.173 0.07
H -0.013 6.203 -2.759 0.06
H -0.977 4.219 -0.991 0.11
H 0.246 5.384 -0.378 0.11
H -0.765 4.113 1.512 0.10
H -1.252 5.789 1.654 0.10
H -3.116 4.528 1.920 0.11
H -3.040 3.529 0.600 0.09
H -5.431 4.362 0.582 0.07
H -4.607 4.113 -0.971 0.07
H -5.650 5.528 -0.760 0.08
H -4.630 6.324 1.842 0.09
H -4.525 7.497 0.595 0.08
H -2.993 7.206 1.420 0.07
H -4.226 6.440 -2.358 0.10
C -2.424 1.402 3.631 -0.11
O -3.483 1.955 2.859 -0.20
C -4.583 1.012 2.659 -0.16
C -5.493 1.357 1.441 -0.40
C -6.744 0.374 1.363 -0.03
N -4.816 1.161 0.217 0.04
H -1.777 0.760 3.035 0.06
H -2.813 0.875 4.502 0.09
H -1.721 2.159 3.981 0.08
H -4.171 0.011 2.529 0.11
H -5.151 0.946 3.587 0.12
H -5.704 2.423 1.526 0.11
H -7.093 0.094 0.369 0.06
H -7.597 0.832 1.865 0.06
H -6.528 -0.585 1.834 0.06
H -4.386 0.248 0.230 0.03
H -3.992 1.745 0.239 0.04
C 4.106 -1.238 -1.181 -0.12
O 2.686 -1.300 -1.090 -0.23
C 2.116 0.021 -0.533 -0.08
C 0.572 0.029 -0.799 -0.38
C -0.306 1.133 -0.084 -0.02
N -0.066 -1.201 -0.353 0.04
H 4.456 -0.665 -0.323 0.07
H 4.406 -0.845 -2.153 0.09
H 4.570 -2.221 -1.101 0.06
H 2.207 0.013 0.553 0.10
H 2.666 0.884 -0.908 0.10
H 0.406 0.078 -1.875 0.13
H -1.218 1.343 -0.644 0.06
H 0.156 2.105 -0.259 0.05
H -0.378 0.858 0.968 0.06
H 0.504 -1.922 -0.771 0.07
H 0.208 -1.273 0.617 0.05
C -1.519 -5.375 -0.853 -0.13
O -2.626 -4.829 -1.421 -0.17
C -2.730 -3.428 -1.474 -0.17
C -3.165 -2.786 -0.089 -0.40
C -4.560 -3.172 0.135 -0.07
N -3.084 -1.303 -0.238 0.06
H -1.000 -4.738 -0.137 0.08
H -0.774 -5.847 -1.494 0.08
H -2.038 -6.151 -0.291 0.10
H -1.766 -2.998 -1.745 0.11
H -3.392 -3.073 -2.264 0.11
H -2.459 -3.097 0.681 0.11
H -4.653 -4.181 0.539 0.08
H -5.187 -3.083 -0.752 0.09
H -4.986 -2.674 1.006 0.07
H -2.097 -1.091 -0.272 0.02
H -3.383 -1.175 -1.194 0.03
C 4.357 -5.752 -5.319 -0.12
O 5.520 -5.694 -4.524 -0.19
C 5.515 -4.562 -3.629 -0.16
C 6.858 -4.499 -2.784 -0.44
C 7.269 -5.873 -2.366 -0.06
N 6.692 -3.604 -1.677 0.03
H 4.176 -4.940 -6.024 0.08
H 3.461 -5.597 -4.718 0.08
H 4.438 -6.613 -5.984 0.09
H 5.354 -3.610 -4.136 0.12
H 4.679 -4.726 -2.949 0.10
H 7.574 -3.998 -3.436 0.13
H 6.413 -6.503 -2.124 0.09
H 8.113 -5.928 -1.679 0.08
H 7.614 -6.454 -3.222 0.08
H 7.492 -3.757 -1.081 0.07
H 6.702 -2.639 -1.977 0.07
C -3.146 -4.971 3.732 -0.11
O -1.825 -4.543 3.449 -0.18
C -1.830 -3.094 3.495 -0.19
C -0.281 -2.722 3.558 -0.16
N 0.366 -3.160 2.305 -0.06
C 1.806 -3.270 2.398 -0.21
C 2.431 -3.877 1.167 -0.19
O 1.981 -5.226 0.847 -0.21
C 2.261 -5.651 -0.515 -0.08
H -3.900 -4.205 3.552 0.08
H -3.358 -5.109 4.792 0.08
H -3.218 -5.911 3.185 0.09
H -2.329 -2.653 4.357 0.11
H -2.292 -2.553 2.670 0.10
H 0.122 -3.251 4.421 0.11
H -0.249 -1.634 3.610 0.09
H -0.095 -3.980 1.940 0.09
H 2.051 -3.821 3.306 0.12
H 2.201 -2.278 2.619 0.10
H 3.521 -3.857 1.173 0.12
H 2.167 -3.380 0.233 0.09
H 3.241 -5.275 -0.807 0.07
H 1.517 -5.333 -1.245 0.06
H 2.166 -6.737 -0.495 0.09
C -3.827 0.998 -2.965 -0.09
O -4.017 -0.415 -2.883 -0.26
C -4.953 -1.014 -3.823 -0.16
C -6.429 -0.557 -3.515 -0.18
N -7.385 -1.121 -4.525 -0.06
C -7.554 -2.589 -4.433 -0.21
C -8.786 -3.078 -5.159 -0.24
O -9.969 -2.722 -4.458 -0.17
C -11.120 -2.986 -5.218 -0.13
H -3.517 1.312 -3.961 0.09
H -2.975 1.058 -2.286 0.07
H -4.654 1.522 -2.485 0.07
H -4.938 -2.101 -3.748 0.09
H -4.655 -0.805 -4.851 0.12
H -6.524 0.523 -3.633 0.10
H -6.835 -0.724 -2.517 0.11
H -8.176 -0.519 -4.343 0.10
H -7.699 -2.874 -3.391 0.12
H -6.710 -3.163 -4.817 0.12
H -8.723 -4.158 -5.291 0.12
H -8.719 -2.616 -6.144 0.12
H -11.377 -2.183 -5.908 0.09
H -12.013 -2.992 -4.593 0.08
H -11.170 -3.970 -5.684 0.09
C 2.064 3.350 -2.419 -0.09
O 2.355 3.415 -1.024 -0.20
C 3.174 4.575 -0.770 -0.21
C 4.542 4.347 -1.310 -0.27
N 5.215 3.365 -0.541 -0.08
C 6.350 2.810 -1.300 -0.14
C 7.091 1.855 -0.293 -0.16
O 6.883 0.417 -0.429 -0.21
C 7.753 -0.348 0.425 -0.09
H 1.532 4.233 -2.772 0.08
H 1.347 2.533 -2.489 0.08
H 2.921 3.209 -3.078 0.08
H 3.238 4.786 0.297 0.13
H 2.873 5.502 -1.260 0.12
H 5.087 5.273 -1.125 0.13
H 4.504 4.166 -2.384 0.11
H 4.576 2.678 -0.168 0.10
H 7.010 3.647 -1.525 0.12
H 5.929 2.257 -2.139 0.12
H 6.801 2.151 0.715 0.09
H 8.176 1.923 -0.211 0.10
H 7.763 -1.377 0.065 0.07
H 7.500 -0.379 1.485 0.06
H 8.787 -0.029 0.291 0.08

215
Properties=species:S:1:pos:R:3:lowdin_charge:R:1 method="wB97M-V/def2-TZVPD" smiles=COC[C@H](C)N.COC[C@H](C)N.COC[C@H](C)N.COC[C@H](C)N.COC[C@H](C)N.COC[C@H](C)N.COC[C@H](C)N.COCCNCCOC.COCCNCCOC.COCCNCCOC.COCCNCCOC lumo_energy_ev=0.4 homo_energy_ev=-7.90 de_lowest_kcal_mol=50.4
C 3.850 -4.892 -3.063 -0.12
O 4.755 -4.968 -1.963 -0.19
C 5.508 -3.730 -1.880 -0.18
C 6.534 -3.702 -0.699 -0.46
C 5.777 -3.806 0.608 -0.06
N 7.345 -2.510 -0.614 0.03
H 3.193 -4.007 -2.957 0.08
H 3.249 -5.791 -3.096 0.07
H 4.363 -4.871 -4.035 0.09
H 6.151 -3.538 -2.811 0.14
H 4.837 -2.878 -1.668 0.10
H 7.194 -4.552 -0.704 0.13
H 5.224 -2.858 0.630 0.06
H 6.394 -3.816 1.484 0.08
H 5.051 -4.613 0.556 0.07
H 6.732 -1.754 -0.380 0.02
H 7.890 -2.208 -1.463 0.10
C 2.565 3.874 5.487 -0.11
O 1.522 3.223 6.191 -0.20
C 0.468 2.806 5.310 -0.20
C -0.298 3.906 4.632 -0.47
C -0.802 4.905 5.650 -0.05
N -1.357 3.240 3.893 0.04
H 3.370 4.111 6.201 0.09
H 2.147 4.848 5.008 0.10
H 2.971 3.217 4.680 0.08
H 0.866 2.090 4.573 0.12
H -0.240 2.192 5.910 0.12
H 0.307 4.470 3.885 0.13
H -1.177 5.772 5.089 0.08
H 0.125 5.269 6.218 0.10
H -1.537 4.604 6.347 0.06
H -1.874 3.923 3.283 0.08
H -2.010 2.955 4.600 0.03
C -3.097 -1.508 -2.284 -0.07
O -4.011 -0.881 -1.352 -0.22
C -4.562 0.336 -1.805 -0.21
C -5.128 1.013 -0.588 -0.46
C -6.225 0.161 0.008 -0.05
N -5.619 2.338 -0.909 0.06
H -2.117 -1.000 -2.348 0.05
H -3.493 -1.657 -3.272 0.08
H -2.907 -2.536 -1.816 0.10
H -3.737 0.930 -2.184 0.11
H -5.362 0.153 -2.582 0.15
H -4.247 1.131 0.084 0.11
H -7.086 0.088 -0.700 0.10
H -6.631 0.560 0.978 0.09
H -5.861 -0.814 0.202 0.03
H -4.877 3.000 -1.143 0.03
H -6.299 2.726 -0.248 0.08
C 3.065 4.374 1.863 -0.13
O 3.280 2.988 1.858 -0.22
C 4.541 2.550 1.223 -0.15
C 4.478 1.073 0.908 -0.46
C 4.179 0.283 2.166 -0.05
N 5.697 0.647 0.228 0.05
H 2.022 4.554 2.210 0.09
H 3.199 4.768 0.869 0.06
H 3.727 4.951 2.520 0.09
H 4.676 3.049 0.250 0.12
H 5.331 2.708 1.841 0.09
H 3.687 0.978 0.184 0.10
H 4.969 0.375 2.898 0.08
H 3.957 -0.733 1.847 0.06
H 3.261 0.561 2.760 0.09
H 5.780 1.098 -0.682 0.03
H 6.565 0.778 0.767 0.09
C 0.956 -1.880 -1.580 -0.08
O 0.145 -1.173 -0.693 -0.21
C 0.658 0.032 -0.164 -0.19
C -0.270 0.520 0.954 -0.38
C -1.623 0.831 0.329 -0.04
N 0.299 1.747 1.552 0.07
H 1.804 -2.191 -1.013 0.08
H 1.097 -1.181 -2.383 0.06
H 0.390 -2.777 -1.889 0.08
H 1.650 -0.094 0.257 0.12
H 0.660 0.706 -1.017 0.10
H -0.273 -0.334 1.663 0.12
H -2.067 -0.058 -0.154 0.07
H -1.360 1.611 -0.419 0.08
H -2.403 1.094 1.035 0.06
H 1.303 1.755 1.741 0.05
H -0.205 2.067 2.397 0.04
C 3.386 0.787 -6.880 -0.11
O 4.234 0.453 -5.768 -0.19
C 4.154 1.520 -4.788 -0.17
C 4.804 0.930 -3.514 -0.43
C 3.992 -0.164 -2.837 -0.05
N 5.045 2.003 -2.554 0.02
H 3.863 1.620 -7.346 0.08
H 2.309 0.963 -6.753 0.09
H 3.444 -0.090 -7.535 0.08
H 4.916 2.307 -5.008 0.13
H 3.123 1.894 -4.648 0.11
H 5.806 0.576 -3.782 0.14
H 2.887 -0.017 -3.155 0.08
H 4.188 -0.120 -1.722 0.07
H 4.238 -1.208 -3.099 0.06
H 4.207 2.566 -2.314 0.08
H 5.665 2.625 -3.057 0.07
C -3.990 4.391 -3.184 -0.07
O -3.962 4.451 -1.755 -0.23
C -2.710 4.809 -1.166 -0.16
C -2.814 4.427 0.359 -0.41
C -4.057 5.060 1.017 -0.05
N -1.637 4.665 1.154 0.05
H -4.942 3.991 -3.451 0.08
H -3.265 3.736 -3.641 0.08
H -3.950 5.351 -3.622 0.07
H -1.816 4.332 -1.588 0.10
H -2.503 5.838 -1.354 0.11
H -2.950 3.308 0.363 0.12
H -4.257 4.689 2.022 0.07
H -4.938 4.945 0.435 0.05
H -3.860 6.133 1.030 0.08
H -1.194 5.511 0.828 0.08
H -1.006 3.849 1.088 0.06
C -2.322 -5.124 -0.596 -0.12
O -1.382 -4.752 -1.532 -0.20
C -1.585 -5.206 -2.798 -0.25
C -0.323 -5.004 -3.642 -0.22
N -0.573 -5.213 -5.013 -0.07
C 0.544 -5.452 -5.874 -0.21
C 1.000 -4.201 -6.542 -0.21
O 1.647 -3.282 -5.609 -0.21
C 2.501 -2.463 -6.349 -0.15
H -3.311 -4.649 -0.788 0.10
H -1.912 -4.880 0.420 0.09
H -2.486 -6.185 -0.539 0.08
H -2.420 -4.702 -3.300 0.12
H -1.858 -6.304 -2.878 0.14
H 0.464 -5.638 -3.253 0.12
H 0.022 -3.981 -3.529 0.10
H -1.149 -6.035 -5.157 0.11
H 0.089 -6.088 -6.614 0.12
H 1.445 -5.909 -5.373 0.14
H 0.156 -3.651 -6.961 0.12
H 1.657 -4.352 -7.401 0.12
H 3.463 -2.924 -6.505 0.09
H 2.738 -1.631 -5.698 0.07
H 2.052 -2.138 -7.336 0.11
C 0.585 6.834 -2.363 -0.09
O 0.359 5.458 -2.067 -0.21
C 1.388 4.867 -1.329 -0.25
C 1.219 3.375 -1.249 -0.20
N 1.605 2.759 -2.516 -0.03
C 0.587 2.790 -3.529 -0.21
C -0.295 1.634 -3.855 -0.21
O 0.491 0.536 -4.311 -0.20
C -0.330 -0.492 -4.755 -0.11
H -0.138 7.178 -3.084 0.08
H 1.546 7.123 -2.865 0.10
H 0.576 7.401 -1.412 0.09
H 1.513 5.326 -0.342 0.10
H 2.373 5.009 -1.806 0.13
H 0.167 3.187 -0.984 0.10
H 1.875 2.930 -0.563 0.09
H 1.830 1.772 -2.378 0.08
H 1.017 3.078 -4.456 0.11
H -0.079 3.606 -3.194 0.11
H -0.933 2.051 -4.583 0.11
H -0.887 1.251 -2.994 0.13
H -0.937 -0.897 -3.921 0.07
H 0.342 -1.240 -5.182 0.08
H -1.049 -0.149 -5.552 0.11
C -4.264 -2.580 1.794 -0.10
O -3.907 -3.042 3.067 -0.21
C -2.691 -3.759 3.176 -0.21
C -1.494 -2.944 2.773 -0.18
N -0.289 -3.260 3.624 -0.03
C 1.022 -3.019 3.049 -0.22
C 1.399 -3.717 1.766 -0.22
O 1.066 -5.076 2.007 -0.20
C 1.198 -5.908 0.786 -0.03
H -3.484 -2.043 1.296 0.07
H -5.061 -1.871 1.988 0.07
H -4.578 -3.466 1.166 0.11
H -2.746 -4.578 2.550 0.09
H -2.548 -4.082 4.198 0.12
H -1.794 -1.878 2.911 0.12
H -1.246 -3.033 1.722 0.09
H -0.298 -4.249 3.800 0.09
H 1.750 -3.148 3.844 0.12
H 1.139 -1.956 2.831 0.10
H 2.442 -3.619 1.524 0.11
H 0.758 -3.344 0.944 0.10
H 2.213 -6.028 0.571 0.06
H 0.591 -5.443 -0.022 0.08
H 0.668 -6.837 0.964 0.08
C -4.086 1.359 3.931 -0.09
O -4.767 0.702 4.994 -0.18
C -5.436 -0.447 4.578 -0.29
C -6.205 -1.050 5.653 -0.23
N -5.486 -1.468 6.789 -0.05
C -4.387 -2.361 6.626 -0.19
C -2.999 -1.712 6.297 -0.18
O -2.616 -0.834 7.364 -0.21
C -1.860 0.249 7.095 -0.17
H -4.792 1.604 3.149 0.08
H -3.302 0.697 3.452 0.11
H -3.733 2.273 4.355 0.06
H -4.701 -1.108 4.120 0.09
H -6.151 -0.193 3.787 0.12
H -6.754 -1.868 5.156 0.13
H -6.894 -0.266 5.958 0.13
H -5.387 -0.887 7.608 0.12
H -4.522 -3.073 5.739 0.13
H -4.188 -3.131 7.398 0.12
H -3.007 -1.090 5.407 0.09
H -2.239 -2.525 6.246 0.12
H -0.762 0.003 6.978 0.10
H -1.954 0.917 7.958 0.09
H -2.324 0.706 6.144 0.09

no.,total energy (Ha)
1,-3452.65838
2,-3793.92484